# 1
The following is a DFT calculation (wB97M-V/def2-TZVPD) of the ion C3H10N with charge +1.

Calculated values
- Frontier orbital gap: 13.95 eV
- E_tot: -174.8019 hartree
- SMILES: CC[NH2+]C
- Relative energy (zero: lowest compared OMol25 entry of this formula, charge and spin): 6.07 kcal per mole
- Multiplicity: 1
- Net charge: +1
- Lowest unoccupied orbital energy: -3.5 eV

Cartesian coordinates (Å):
C (1.301, 0.588, -1.303)
C (0.762, 0.072, 0.033)
N (-0.743, -0.114, -0.015)
C (-1.297, -0.557, 1.292)
H (0.606, 1.295, -1.765)
H (2.231, 1.105, -1.150)
H (1.439, -0.233, -1.999)
H (1.165, -0.916, 0.233)
H (0.964, 0.789, 0.824)
H (-0.875, -0.853, -0.707)
H (-1.244, 0.712, -0.335)
H (-0.777, -1.402, 1.666)
H (-2.363, -0.748, 1.225)
H (-1.170, 0.263, 2.000)


# 2
The following is a DFT calculation (wB97M-V/def2-TZVPD) of a structure of composition C44H52BrClN2O8P2Sr.

Calculated values
- Frontier orbital gap: 4.65 eV
- E_tot: -6166.8592 hartree
- Relative energy (zero: lowest compared OMol25 entry of this formula, charge and spin): 0.00 kcal per mole
- Multiplicity: 1
- Net charge: -2
- Lowest unoccupied orbital energy: 4.0 eV

Cartesian coordinates (Å):
Sr (-0.265, 1.249, -1.209)
C (-2.906, -2.412, -5.487)
C (-2.697, -1.719, -4.141)
C (-3.203, -2.596, -2.985)
P (-1.071, -1.001, -3.682)
C (-0.267, -0.364, -5.195)
C (0.298, -1.379, -6.199)
C (0.887, 0.553, -4.767)
C (-0.012, -2.230, -2.967)
C (0.072, -3.390, -3.769)
C (0.833, -4.488, -3.453)
C (1.552, -4.426, -2.242)
C (1.483, -3.348, -1.409)
C (0.684, -2.161, -1.682)
N (0.559, -1.147, -0.811)
C (1.293, -1.351, 0.415)
C (2.680, -1.195, 0.360)
C (3.515, -1.604, 1.393)
C (2.951, -2.188, 2.515)
C (1.563, -2.233, 2.626)
C (0.695, -1.756, 1.638)
P (-1.100, -1.365, 1.997)
C (-1.813, -1.427, 3.753)
C (-2.423, -0.095, 4.207)
C (-1.029, -2.019, 4.933)
C (-1.718, -3.338, 1.741)
C (-1.332, -4.509, 2.652)
C (-1.431, -3.745, 0.302)
H (-3.971, -2.628, -5.608)
H (-2.379, -3.365, -5.551)
H (-2.603, -1.791, -6.331)
H (-3.284, -0.796, -4.142)
H (-2.624, -3.518, -2.907)
H (-4.254, -2.857, -3.148)
H (-3.125, -2.087, -2.022)
H (-1.050, 0.233, -5.675)
H (1.109, -1.951, -5.747)
H (0.716, -0.827, -7.047)
H (-0.432, -2.086, -6.592)
H (1.649, -0.029, -4.237)
H (0.565, 1.375, -4.132)
H (1.359, 0.988, -5.652)
H (-0.504, -3.423, -4.686)
H (0.865, -5.357, -4.099)
H (2.161, -5.271, -1.937)
H (2.025, -3.393, -0.475)
H (3.097, -0.775, -0.551)
H (4.590, -1.480, 1.306)
H (3.575, -2.554, 3.323)
H (1.135, -2.615, 3.546)
H (-2.653, -2.101, 3.569)
H (-1.657, 0.635, 4.484)
H (-3.046, 0.353, 3.426)
H (-3.055, -0.261, 5.091)
H (-0.328, -1.295, 5.350)
H (-0.478, -2.923, 4.681)
H (-1.725, -2.281, 5.743)
H (-2.808, -3.200, 1.824)
H (-0.239, -4.626, 2.698)
H (-1.732, -5.474, 2.282)
H (-1.699, -4.392, 3.676)
H (-0.393, -4.074, 0.190)
H (-1.572, -2.908, -0.392)
H (-2.067, -4.580, -0.041)
O (-2.109, 4.407, -3.500)
Cl (-1.775, 3.042, -3.094)
O (-2.302, 2.802, -1.717)
O (-0.273, 2.961, -2.936)
O (-1.443, 0.176, -2.787)
Br (-2.698, 3.809, 1.502)
C (-3.663, 2.326, 0.807)
C (-5.046, 2.427, 0.719)
C (-5.734, 1.344, 0.207)
C (-5.028, 0.209, -0.171)
C (-3.656, 0.212, -0.015)
N (-2.973, 1.265, 0.454)
H (-5.548, 3.330, 1.036)
H (-6.814, 1.382, 0.112)
H (-5.527, -0.666, -0.568)
H (-3.049, -0.660, -0.240)
C (-0.293, 0.635, 2.310)
C (0.769, 1.246, 3.232)
C (1.438, 0.532, 4.226)
C (2.387, 1.126, 5.059)
C (2.704, 2.470, 4.920)
C (2.055, 3.209, 3.931)
C (1.111, 2.606, 3.107)
H (0.070, 0.857, 1.302)
H (-1.188, 1.254, 2.414)
H (1.235, -0.524, 4.330)
H (2.890, 0.524, 5.811)
H (3.446, 2.934, 5.561)
H (2.292, 4.259, 3.793)
H (0.618, 3.186, 2.335)
O (2.200, 1.942, -1.036)
C (1.736, 2.936, -0.402)
O (0.529, 3.077, -0.045)
C (2.693, 4.041, -0.052)
C (2.357, 5.357, -0.340)
C (3.211, 6.414, 0.002)
C (4.371, 6.078, 0.652)
O (5.376, 6.920, 1.092)
C (6.250, 6.086, 1.859)
O (5.921, 4.731, 1.575)
C (4.696, 4.778, 0.940)
C (3.890, 3.725, 0.597)
H (1.406, 5.556, -0.822)
H (2.967, 7.444, -0.224)
H (6.106, 6.285, 2.923)
H (7.279, 6.275, 1.563)
H (4.150, 2.696, 0.823)